{
  "formula": "C36H54MnO4P3SSi",
  "method": "ωB97M-V/def2-TZVPD",
  "elements": ["Mn", "C", "C", "C", "P", "C", "C", "C", "C", "C", "C", "C", "C", "C", "Si", "C", "C", "C", "C", "C", "C", "P", "C", "C", "C", "C", "C", "C", "C", "C", "C", "C", "C", "C", "P", "C", "C", "C", "C", "C", "C", "H", "H", "H", "H", "H", "H", "H", "H", "H", "H", "H", "H", "H", "H", "H", "H", "H", "H", "H", "H", "H", "H", "H", "H", "H", "H", "H", "H", "H", "H", "H", "H", "H", "H", "H", "H", "H", "H", "H", "H", "H", "H", "H", "H", "H", "H", "H", "H", "H", "H", "H", "H", "H", "H", "O", "S", "O", "O", "O"],
  "xyz": [[0.531910, 0.711873, -0.521471], [1.222056, -0.394452, -4.339467], [0.005174, -0.999814, -3.636159], [-0.901680, -1.729375, -4.634588], [-0.838872, 0.203183, -2.515024], [-1.087543, 1.782575, -3.456299], [-1.876540, 1.671733, -4.769200], [0.249280, 2.508507, -3.727004], [-2.474273, -0.475366, -2.080998], [-3.428603, -0.792392, -3.047678], [-4.630618, -1.389422, -2.688521], [-4.890618, -1.707766, -1.365158], [-3.946361, -1.410483, -0.392429], [-2.750084, -0.779645, -0.739887], [-1.669746, -0.279432, 0.653835], [-1.087296, -1.543042, 1.843379], [-1.905418, -1.898471, 2.916750], [-1.491361, -2.883946, 3.803150], [-0.262846, -3.501333, 3.619499], [0.565866, -3.137504, 2.563231], [0.163671, -2.146210, 1.671446], [1.130158, -1.611258, 0.226041], [1.021234, -3.079314, -0.892059], [1.786226, -4.298520, -0.355186], [-0.427255, -3.501575, -1.139090], [2.932186, -1.344662, 0.598752], [3.792451, -1.547225, -0.658626], [3.508649, -2.143555, 1.769528], [-2.033543, 1.392789, 1.296978], [-3.345853, 1.856936, 1.167275], [-3.728434, 3.034142, 1.797980], [-2.792803, 3.766682, 2.508820], [-1.467779, 3.335950, 2.601416], [-1.079468, 2.149693, 2.005220], [0.637941, 1.557522, 1.907342], [0.993250, 0.542577, 3.419602], [2.482066, 0.383283, 3.751690], [0.206162, 1.051671, 4.634441], [1.740075, 3.054868, 1.893205], [1.985017, 3.733940, 3.251378], [3.078965, 2.795074, 1.195881], [1.770680, -1.199083, -4.829705], [1.912399, 0.102854, -3.659886], [0.927708, 0.304541, -5.123331], [0.356294, -1.752817, -2.946102], [-1.389932, -1.062128, -5.342675], [-1.656273, -2.338961, -4.140984], [-0.269220, -2.402832, -5.214923], [-1.676954, 2.396561, -2.770815], [-1.346450, 1.086884, -5.519278], [-2.000041, 2.678242, -5.174203], [-2.876367, 1.271851, -4.635749], [0.425967, 2.580702, -4.799800], [1.114797, 2.019603, -3.288688], [-0.324486, 4.445278, -3.637550], [-3.245765, -0.605917, -4.093651], [-5.358084, -1.623212, -3.454593], [-5.818752, -2.191659, -1.091455], [-4.154022, -1.677671, 0.639141], [-2.859922, -1.408068, 3.078173], [-2.121745, -3.163776, 4.636775], [0.063152, -4.268685, 4.309511], [1.522296, -3.626765, 2.464318], [1.511925, -2.771885, -1.814606], [1.339379, -4.679942, 0.562895], [2.845562, -4.123581, -0.195199], [1.698013, -5.090678, -1.100420], [-0.831256, -3.990864, -0.251444], [-0.457263, -4.226778, -1.953675], [-1.094069, -2.684798, -1.394133], [2.975018, -0.283746, 0.859040], [3.933034, -2.602575, -0.881506], [4.779676, -1.127511, -0.464188], [3.397126, -1.054112, -1.543227], [3.530750, -3.214038, 1.567868], [2.983361, -1.971314, 2.705565], [4.543177, -1.825224, 1.908969], [-4.074460, 1.302724, 0.587041], [-4.749111, 3.383267, 1.718743], [-3.082082, 4.694902, 2.984173], [-0.761833, 3.955839, 3.133077], [0.599754, -0.439722, 3.172607], [2.877436, 1.243857, 4.282512], [3.114670, 0.201560, 2.884200], [2.588276, -0.469342, 4.423705], [0.486970, 2.066825, 4.913497], [0.437171, 0.405283, 5.482377], [-0.870979, 1.019672, 4.474363], [1.159993, 3.781309, 1.314227], [2.536834, 3.101972, 3.937690], [1.081798, 4.074778, 3.749393], [2.600512, 4.615191, 3.065225], [3.753041, 2.239708, 1.848497], [3.557867, 3.751108, 0.982737], [2.984181, 2.252248, 0.255169], [-0.545455, 4.975035, -0.642147], [0.350638, 3.917912, -0.943630], [0.274768, 3.832163, -3.185274], [1.890036, 0.658939, -1.250825], [-0.275082, 2.578642, -0.735818]],
  "forces_ev_per_a": [[-0.2, 0.4, 0.3], [0.0, 0.0, 0.0], [0.0, 0.0, -0.1], [0.0, 0.0, 0.0], [0.0, 0.1, 0.1], [-0.1, 0.0, -0.1], [0.0, 0.0, 0.0], [0.0, 0.1, 0.0], [0.0, 0.1, 0.0], [0.0, 0.0, 0.0], [0.0, 0.0, 0.0], [0.0, 0.0, 0.0], [0.0, 0.0, 0.0], [0.0, 0.0, 0.0], [-0.3, -0.5, 0.1], [0.0, 0.0, 0.0], [0.0, 0.0, 0.0], [0.0, 0.0, 0.0], [0.0, 0.0, 0.0], [0.0, 0.0, 0.0], [0.0, -0.1, 0.0], [-0.1, -0.1, 0.1], [0.0, -0.1, 0.1], [0.0, 0.0, 0.0], [0.0, 0.0, 0.0], [0.0, 0.1, 0.0], [0.0, 0.0, 0.0], [0.0, -0.1, 0.0], [0.3, 0.0, -0.1], [-0.1, 0.0, -0.1], [0.0, 0.0, 0.0], [0.0, 0.0, 0.0], [0.0, 0.0, 0.0], [0.0, 0.0, 0.1], [0.2, 0.0, -0.2], [-0.1, 0.0, 0.1], [0.0, 0.1, 0.0], [0.0, 0.0, 0.0], [-0.1, 0.1, 0.1], [0.0, 0.0, 0.0], [0.0, 0.0, 0.0], [0.0, 0.0, 0.0], [0.0, 0.0, 0.0], [0.0, 0.0, 0.0], [0.1, -0.2, 0.2], [0.0, 0.0, 0.0], [0.0, 0.0, 0.0], [0.0, 0.0, 0.0], [0.1, 0.0, 0.1], [0.0, 0.0, 0.0], [0.0, 0.0, 0.0], [0.0, 0.0, 0.0], [0.0, 0.0, 0.0], [0.0, 0.0, 0.1], [0.0, -0.1, -0.1], [0.0, 0.0, 0.0], [0.0, 0.0, 0.0], [0.0, 0.0, 0.0], [0.0, 0.0, 0.0], [0.0, 0.0, 0.0], [0.0, 0.0, 0.0], [0.0, 0.0, 0.0], [0.0, 0.0, 0.0], [0.0, 0.1, -0.1], [0.0, 0.0, 0.0], [0.0, 0.0, 0.0], [0.0, 0.0, 0.0], [0.0, 0.0, 0.0], [0.0, 0.0, 0.0], [-0.1, 0.2, -0.1], [0.0, 0.0, 0.0], [0.0, 0.0, 0.0], [0.0, 0.0, 0.0], [0.0, 0.0, 0.0], [0.0, 0.0, 0.0], [0.0, 0.0, -0.1], [0.0, 0.0, 0.0], [0.0, 0.0, 0.0], [0.0, 0.0, 0.0], [0.0, 0.0, 0.0], [0.0, 0.0, 0.0], [0.0, 0.0, 0.0], [0.0, 0.0, 0.0], [0.0, 0.0, 0.0], [0.0, 0.0, 0.0], [0.0, 0.0, 0.0], [0.0, 0.0, 0.0], [0.0, 0.0, 0.0], [0.0, -0.1, 0.0], [0.0, 0.0, 0.0], [0.0, 0.0, 0.0], [0.0, 0.0, 0.0], [0.0, 0.0, 0.0], [0.0, 0.0, 0.0], [0.0, 0.0, 0.0], [0.0, 0.0, -0.2], [-0.1, -0.2, 0.1], [-0.1, 0.2, 0.2], [-0.2, -0.2, -0.1], [0.5, 0.3, -0.3]],
  "mulliken_charge": [0.13, -1.76, 1.88, -1.63, 0.76, 1.00, -1.31, -1.27, 0.27, -1.12, -1.24, -1.01, -0.66, 1.38, -0.63, 1.36, -0.49, -1.04, -1.44, -0.29, 0.07, 1.40, 0.26, -1.46, -1.51, 1.88, -1.64, -1.77, 0.95, -0.67, -1.15, -0.81, -0.78, 0.33, 0.59, 2.70, -1.71, -1.52, 0.86, -1.39, -1.42, 0.56, 0.33, 0.30, -1.13, 0.24, 0.44, 0.51, 0.54, 0.30, 0.44, 0.30, 0.58, 0.17, 0.38, 0.61, 0.47, 0.49, 0.53, 0.55, 0.52, 0.52, 0.61, 1.00, 0.29, 0.30, 0.49, 0.24, 0.62, 0.29, -0.50, 0.30, 0.52, 0.24, 0.29, 0.33, 0.54, 0.64, 0.50, 0.50, 0.28, -1.40, 0.38, 0.09, 0.50, 0.29, 0.49, 0.31, 0.41, 0.24, 0.29, 0.50, 0.38, 0.60, -0.01, -0.47, 0.84, -0.55, -0.57, -0.54],
  "total_charge": 3,
  "homo_energy_ev": [-17.341, -17.431],
  "orbital_gap_ha": [0.2553, 0.2416],
  "multiplicity": 2
}

=====

{
  "formula": "C36H54N14O5S",
  "method": "ωB97M-V/def2-TZVPD",
  "elements": ["C", "C", "C", "O", "S", "O", "O", "C", "C", "O", "C", "O", "C", "C", "H", "H", "H", "H", "H", "H", "H", "H", "H", "H", "H", "H", "C", "C", "N", "H", "H", "H", "C", "C", "N", "H", "H", "H", "C", "C", "N", "H", "H", "H", "C", "C", "N", "H", "H", "H", "C", "C", "N", "H", "H", "H", "C", "C", "N", "H", "H", "H", "C", "C", "N", "H", "H", "H", "C", "C", "N", "H", "H", "H", "C", "C", "N", "H", "H", "H", "C", "C", "N", "H", "H", "H", "C", "C", "N", "H", "H", "H", "C", "C", "N", "H", "H", "H", "C", "C", "N", "H", "H", "H", "C", "C", "N", "H", "H", "H"],
  "xyz": [[-4.863696, -1.786597, -4.068758], [-4.044216, -2.309899, -3.363187], [-2.873336, -2.795387, -2.583228], [-2.596489, -4.181390, -2.892824], [-1.230193, -4.651142, -2.079761], [-1.107692, -6.050656, -2.418237], [0.065621, -3.940422, -2.791404], [0.541842, -2.811467, -2.026091], [1.139308, -1.807506, -3.055350], [2.264572, -1.105087, -2.544538], [1.915534, -0.243182, -1.539273], [2.647872, -0.180843, -0.584433], [0.678887, 0.670644, -1.613595], [0.510189, 1.520600, -0.334297], [-5.395626, -1.053705, -4.681043], [-3.040924, -2.676221, -1.500082], [-1.984525, -2.208235, -2.876794], [1.303578, -3.120005, -1.292125], [-0.263310, -2.280852, -1.492002], [1.517366, -2.435779, -3.880744], [0.353171, -1.175386, -3.491883], [-0.242228, 0.069917, -1.713868], [0.758260, 1.338296, -2.490181], [-0.526044, 1.872836, -0.241326], [1.152317, 2.413179, -0.424856], [0.796968, 0.990328, 0.577389], [-0.190003, -0.049875, 3.693635], [-0.999111, 0.303019, 2.538569], [-1.639964, 0.581962, 1.627308], [-0.138404, -1.130374, 3.823318], [0.831949, 0.316248, 3.593983], [-0.599227, 0.374578, 4.626139], [-8.230637, 0.679458, -4.760534], [-7.208521, 0.650419, -5.798470], [-6.399507, 0.624063, -6.612513], [-8.903447, -0.171736, -4.841637], [-7.784785, 0.652416, -3.765747], [-8.837745, 1.580686, -4.822297], [1.756139, 2.976242, 6.607254], [0.881932, 1.829976, 6.404960], [0.192902, 0.925836, 6.242867], [1.366304, 3.866291, 6.114545], [1.866670, 3.209889, 7.662464], [2.752317, 2.790085, 6.205345], [-2.584434, -3.249603, 5.430588], [-1.509512, -3.198712, 4.452171], [-0.664167, -3.155374, 3.677536], [-3.260605, -4.081979, 5.235978], [-2.195167, -3.372793, 6.441320], [-3.177901, -2.335046, 5.415667], [-4.931196, -1.221730, 8.075068], [-5.769548, -1.459778, 6.907224], [-6.428073, -1.647713, 5.986852], [-4.348287, -0.307742, 7.963709], [-5.531472, -1.121903, 8.978676], [-4.231300, -2.041729, 8.233764], [1.109805, -2.904400, -7.745527], [0.259510, -2.447532, -6.655009], [-0.410187, -2.086118, -5.796016], [1.065394, -3.987794, -7.852865], [0.805291, -2.465045, -8.695153], [2.151175, -2.631178, -7.576328], [-2.623230, -7.471952, 0.574253], [-3.475073, -6.963909, 1.641370], [-4.145665, -6.564382, 2.482622], [-2.684353, -8.557151, 0.499075], [-2.906550, -7.061362, -0.394673], [-1.577804, -7.215538, 0.742462], [-0.635428, 1.144087, -7.553482], [0.350013, 1.143041, -8.625200], [1.128707, 1.139860, -9.468363], [-1.351912, 0.331483, -7.669255], [-0.164538, 1.023586, -6.578306], [-1.200132, 2.075697, -7.530068], [5.187452, 5.128805, 7.852764], [3.791735, 5.147596, 8.262599], [2.689957, 5.164674, 8.583070], [5.854542, 5.289256, 8.697038], [5.458922, 4.173567, 7.402118], [5.397907, 5.905622, 7.120570], [5.064719, 8.260724, 4.454906], [4.201523, 7.101384, 4.271132], [3.522787, 6.186948, 4.129201], [4.662638, 9.139048, 3.950962], [5.180851, 8.513162, 5.509756], [6.061351, 8.082312, 4.052089], [5.399690, -1.540789, -5.909292], [4.515017, -1.213084, -4.796768], [3.818036, -0.957431, -3.913425], [6.387854, -1.100478, -5.774262], [5.533015, -2.618501, -6.009320], [5.006151, -1.173101, -6.855274], [8.400536, -2.285468, -8.371386], [7.036303, -1.974609, -8.776172], [5.962269, -1.730037, -9.096880], [9.009079, -1.383904, -8.308222], [8.423362, -2.768027, -7.394430], [8.879822, -2.957708, -9.082122], [-11.225194, -1.055116, -2.165763], [-11.222194, 0.065067, -3.096958], [-11.219965, 0.947649, -3.830514], [-10.255626, -1.169905, -1.681758], [-11.969738, -0.915718, -1.382887], [-11.452726, -1.991273, -2.674551], [7.613066, 7.529420, 10.426456], [6.828076, 7.846615, 9.241742], [6.207933, 8.096699, 8.309653], [7.685498, 6.452355, 10.576986], [8.626879, 7.919575, 10.344420], [7.165790, 7.958061, 11.322559]],
  "forces_ev_per_a": [[0.1, 1.0, -0.1], [0.8, -0.2, 0.1], [-0.5, 0.3, -0.4], [1.0, 0.2, 0.0], [-0.1, -0.8, 0.7], [-0.1, 0.3, -0.2], [-1.0, 0.1, 0.2], [0.5, 1.3, -0.3], [0.1, -1.4, -0.7], [-4.1, 0.2, 2.8], [0.5, 0.2, 0.8], [0.1, 0.1, -0.2], [-0.3, -0.2, 0.2], [0.4, 0.6, -0.5], [0.1, -1.0, 0.4], [0.0, 0.0, -0.3], [-0.5, 0.0, 0.0], [-0.2, 0.0, -0.4], [0.1, -0.6, 0.0], [0.0, 0.4, 0.3], [0.3, 0.0, 0.3], [0.4, 0.1, -0.3], [-0.1, -0.5, 0.2], [0.4, -0.2, 0.0], [-0.1, -0.3, 0.2], [-0.1, 0.0, -0.4], [-0.1, 0.0, 0.3], [0.0, -0.1, 0.0], [-0.2, -0.1, 0.1], [0.0, 0.2, -0.2], [-0.1, 0.1, -0.1], [0.0, -0.3, -1.0], [-0.2, 0.0, 0.3], [0.0, 0.0, 0.1], [0.0, 0.0, 0.0], [0.1, 0.0, -0.2], [0.2, 0.0, -0.1], [0.0, 0.0, -0.1], [0.2, 0.2, 0.0], [0.1, 0.0, 0.0], [0.3, 0.4, 1.0], [-0.1, -0.1, 0.0], [-0.2, -0.1, 0.0], [-0.1, -0.1, -0.1], [-0.4, 0.0, 0.3], [-0.1, -0.1, 0.0], [-0.1, -0.3, 0.0], [0.1, 0.0, -0.2], [0.2, 0.0, -0.1], [0.1, 0.0, -0.2], [0.2, 0.1, 0.3], [0.0, 0.0, 0.1], [0.0, 0.0, 0.0], [-0.1, 0.0, -0.1], [-0.1, 0.0, -0.1], [-0.1, -0.1, -0.1], [0.2, -0.1, -0.3], [0.0, 0.0, -0.1], [-0.1, 0.0, -0.1], [-0.1, 0.0, 0.1], [-0.1, 0.1, 0.1], [-0.1, 0.1, 0.1], [0.2, -0.1, -0.3], [0.0, 0.0, 0.0], [0.0, 0.0, 0.0], [-0.1, 0.0, 0.1], [-0.1, 0.1, 0.1], [-0.1, 0.1, 0.1], [-0.3, 0.0, 0.4], [0.0, 0.0, 0.1], [0.0, 0.0, 0.0], [0.1, 0.0, -0.1], [0.1, 0.0, -0.1], [0.1, 0.0, -0.2], [0.4, -0.2, -0.3], [0.1, 0.1, 0.0], [0.1, 0.1, 0.1], [-0.2, 0.0, 0.1], [-0.2, -0.1, 0.0], [-0.2, 0.1, 0.1], [0.3, 0.4, 0.1], [0.0, 0.1, 0.0], [0.0, 0.0, 0.1], [-0.1, -0.1, 0.0], [-0.1, -0.2, 0.0], [-0.1, -0.2, -0.1], [0.1, -0.1, -0.2], [-0.1, -0.1, 0.2], [2.9, 0.4, -2.6], [-0.1, 0.1, 0.2], [-0.1, 0.0, 0.1], [-0.1, 0.0, 0.1], [0.4, -0.1, 0.1], [0.1, 0.0, -0.1], [0.0, 0.0, 0.0], [-0.1, 0.1, 0.0], [-0.2, 0.0, 0.0], [-0.1, 0.0, -0.1], [0.0, -0.3, 0.3], [-0.1, 0.0, 0.1], [0.0, 0.0, 0.1], [0.0, 0.1, -0.1], [0.0, 0.1, -0.1], [0.0, 0.1, -0.1], [0.2, -0.1, 0.3], [0.0, 0.1, 0.1], [0.0, 0.0, 0.0], [-0.1, 0.0, -0.1], [-0.1, 0.0, -0.1], [-0.1, 0.0, -0.1]],
  "mulliken_charge": [0.33, -0.93, 0.44, -0.33, 0.65, -0.54, -0.32, -0.40, -0.60, -0.17, 0.42, -0.61, 0.18, -1.33, 0.18, 0.35, -0.12, 0.39, 0.43, 0.32, 0.29, 0.03, 0.29, 0.46, 0.36, 0.13, -0.64, 0.48, -0.52, 0.12, 0.29, 0.40, -0.77, 0.24, -0.40, 0.19, 0.33, 0.39, -0.83, 0.29, -0.45, 0.31, 0.31, 0.27, -0.71, 0.39, -0.48, 0.35, 0.27, 0.17, -0.77, 0.35, -0.37, 0.27, 0.31, 0.24, -0.80, 0.40, -0.34, 0.32, 0.32, 0.15, -0.70, 0.37, -0.39, 0.31, 0.18, 0.24, -0.66, 0.36, -0.40, 0.26, 0.12, 0.32, -0.53, 0.47, -0.49, 0.10, 0.30, 0.13, -0.71, 0.34, -0.36, 0.31, 0.18, 0.26, -1.05, 0.52, -0.41, 0.32, 0.28, 0.30, -0.83, 0.41, -0.41, 0.27, 0.27, 0.32, -0.85, 0.43, -0.41, 0.28, 0.32, 0.27, -0.86, 0.43, -0.40, 0.29, 0.29, 0.28],
  "homo_energy_ev": -9.215,
  "orbital_gap_ha": 0.3443
}

=====

It is found that the total energy values, taken in the order of the records, are -4566.89564 -2944.80821 Eh.
It is found that the strongest force on any atom values, taken in the order of the records, are 0.657 4.920 eV/Å.